Entry 1:
The following is a quantum chemistry calculation of an isolated ion of composition C6H9N2OS and charge +1 in a non-equilibrium geometry, from OMol25.

```
19
Properties=species:S:1:pos:R:3:nbo_charge:R:1
C 0.84700 1.31044 -1.15599 -0.6046
C 0.87572 0.55277 0.11625 -0.2490
C -0.53113 0.71873 0.72814 0.3223
N -1.69253 1.31734 0.52351 -0.3607
N -2.74227 0.62924 -0.01204 0.1263
O -3.88706 1.09270 0.07286 -0.2992
S -2.34067 -1.08115 -0.48119 0.7256
C -0.73467 -1.03815 0.04740 -0.1765
C 0.74511 -0.95842 -0.08606 -0.2786
C 1.27487 -2.01067 1.00032 -0.5889
H 0.17445 0.97833 -1.90417 0.2195
H 1.86410 1.23347 -1.47814 0.2437
H 0.72914 2.33826 -0.99445 0.2247
H 1.80896 0.84523 0.56168 0.2666
H -1.69296 2.30410 0.56693 0.4617
H 0.96999 -1.40932 -0.96991 0.2507
H 0.81077 -1.76720 1.93904 0.2301
H 2.42974 -1.99190 0.94285 0.2422
H 1.09145 -3.06381 0.58296 0.2439
```

Frontier orbital gap (spin up / spin down) (eV): 6.90 / 7.58
2S+1: 1
HOMO (spin up / spin down) (eV): -12.487 / -13.041
ΔE to the lowest compared entry with this formula, charge and spin (kcal per mole): 175.2
Total charge: +1

***

Entry 2:
The following is a quantum chemistry calculation of a 5-piece molecular cluster, C27H31FNO13PS overall in a non-equilibrium geometry, from OMol25.

```
75
Properties=species:S:1:pos:R:3:mulliken_charge:R:1
O 0.34750 0.64788 3.22789 -0.6391
P -0.46179 1.15594 2.05720 0.6650
C -0.58805 -0.26287 0.84272 0.2790
C -1.67943 -0.50917 0.05723 -0.3009
C -1.60690 -1.74297 -0.91310 -0.1437
O -2.53731 -2.47024 -1.09341 -0.4119
C -0.19024 -1.95004 -1.57479 0.1947
S -0.10520 -2.50967 -3.29881 1.2271
O 0.99646 -3.43854 -3.50035 -0.5260
O -1.34256 -3.18808 -3.64457 -0.5112
F 0.00766 -1.21863 -4.32746 -0.2749
C 0.91757 -1.69310 -0.81885 0.3196
C 2.36817 -1.79630 -1.31825 0.1678
C 2.80939 -1.21896 -2.60522 -0.1148
C 4.21912 -1.38707 -2.96150 -0.3613
C 5.06668 -2.07376 -1.99503 -0.2094
N 4.70321 -2.59100 -0.79014 -0.5657
C 3.38468 -2.45514 -0.50423 -0.2432
C 0.63470 -1.24585 0.67286 -0.0831
O 1.28259 -1.65900 1.58444 -0.4330
H -1.71959 1.60925 2.52711 -0.0526
H 0.26831 2.20392 1.40369 0.0558
H -2.57229 0.14854 0.13416 0.4001
H 2.06300 -0.69793 -3.24066 0.3820
H 4.53648 -0.98208 -3.94236 0.3139
H 6.14979 -2.16617 -2.26927 0.3952
H 3.03791 -2.88377 0.47082 0.4184
O -1.84485 3.29284 3.57596 -0.5929
C -2.84624 3.59023 4.17683 0.5216
C -3.67049 2.66512 5.03547 -0.4279
C -4.96476 3.44439 5.19168 -0.5863
C -4.49021 4.87858 5.09025 -0.3657
O -3.36410 4.84029 4.19837 -0.3408
H -3.16284 2.52233 5.98882 0.2518
H -3.83280 1.70924 4.53898 0.3901
H -5.49795 3.23170 6.11789 0.3182
H -5.63440 3.21519 4.35802 0.2680
H -4.15816 5.27560 6.05184 0.2016
H -5.25742 5.53662 4.68249 0.3913
O -1.76648 4.35629 6.62231 -0.5336
C -0.99234 5.26787 6.51476 0.4771
C -0.03095 5.48251 5.37273 -0.3399
C 0.92514 6.51171 5.95102 -0.5575
C 0.04176 7.25860 6.92890 -0.4421
O -0.89809 6.28406 7.40785 -0.3591
H -0.58149 5.87243 4.51403 0.2163
H 0.47950 4.55752 5.11200 0.3423
H 1.38137 7.15881 5.20200 0.3323
H 1.72856 6.00355 6.49048 0.2773
H -0.51248 8.07142 6.45208 0.2579
H 0.60791 7.66299 7.76740 0.3263
O -7.50126 -6.95821 -1.81271 -0.5665
C -6.72282 -6.05437 -1.92565 0.4636
C -5.77606 -5.83503 -3.08214 -0.4033
C -4.80240 -4.81856 -2.51034 -0.3174
C -5.66278 -4.07408 -1.51239 -0.3375
O -6.60326 -5.04367 -1.02462 -0.3586
H -6.33653 -5.43206 -3.92816 0.2664
H -5.27663 -6.76107 -3.35941 0.2802
H -4.35350 -4.16788 -3.26045 0.2994
H -3.99440 -5.33697 -1.98835 0.2151
H -6.21791 -3.25220 -1.97349 0.2220
H -5.07731 -3.68186 -0.68172 0.2498
O 7.82435 -0.91357 -4.36162 -0.5597
C 7.49307 -1.45584 -5.37777 0.5561
C 8.01947 -1.15395 -6.76014 -0.4481
C 6.99037 -1.83167 -7.64839 -0.5099
C 6.50853 -2.97112 -6.77364 -0.4016
O 6.59977 -2.47856 -5.42750 -0.3332
H 9.00972 -1.60073 -6.86831 0.2668
H 8.06176 -0.08118 -6.93686 0.2817
H 7.38706 -2.16367 -8.60770 0.3286
H 6.16572 -1.14184 -7.84615 0.2617
H 7.13939 -3.85930 -6.86244 0.2543
H 5.47763 -3.24767 -6.99235 0.3158
```

Frontier orbital gap (eV): 7.73
2S+1: 1
HOMO (eV): -9.636
Total charge: 0

***

Entry 3:
The following is a quantum chemistry calculation of an isolated ion of composition C6H14NS and charge -1 in a non-equilibrium geometry, from OMol25.

```
22
Properties=species:S:1:pos:R:3:nbo_charge:R:1
C -0.35117 -2.78998 -1.86813 -0.6047
C -0.81082 -1.36974 -1.43552 -0.3915
C 0.22683 -0.47046 -0.73834 -0.2139
N -0.51318 0.43503 0.09526 -0.6321
C 0.36511 1.47393 0.73746 -0.0711
C 1.60265 0.96060 1.48948 -0.6518
C -0.51940 2.27265 1.74696 -0.5196
S -2.26515 2.77616 1.19024 -0.7484
H 0.41122 -2.57051 -2.61450 0.1897
H -1.15264 -3.33632 -2.37506 0.1941
H 0.00823 -3.43127 -1.09561 0.1942
H -1.74613 -1.53963 -0.93842 0.1986
H -1.22016 -0.88110 -2.32208 0.1980
H 1.11238 -0.99160 -0.33856 0.1438
H 0.67353 0.13238 -1.55812 0.1729
H -1.24299 0.02970 0.77748 0.3829
H 0.61949 2.21524 -0.06435 0.1746
H 2.13483 0.26853 0.86753 0.1860
H 2.29461 1.83710 1.64038 0.2173
H 1.20378 0.21678 2.19454 0.2123
H -0.04426 3.21014 2.05977 0.1932
H -0.78677 1.55237 2.54958 0.1754
```

Frontier orbital gap (eV): 5.57
2S+1: 1
HOMO (eV): -2.177
ΔE to the lowest compared entry with this formula, charge and spin (kcal per mole): 32.6
Total charge: -1

***

Entry 4:
The following is a quantum chemistry calculation of a 3-piece molecular cluster, C4H12NO2 overall in a non-equilibrium geometry, from OMol25.

```
19
Properties=species:S:1:pos:R:3:nbo_charge:R:1
C -1.53559 -1.29992 2.16548 -0.4606
N -0.48821 -0.25777 2.16404 -0.5202
C 0.22904 -0.36820 0.83823 -0.0304
C 0.96384 0.82993 0.19192 -0.5117
C 1.75990 0.62536 -1.06510 -0.0694
O 1.07508 -0.08366 -2.16171 -0.8152
H -2.08466 -1.48096 1.19979 0.1649
H -2.29686 -0.91802 2.79635 0.1884
H -1.17852 -2.25234 2.53994 0.1605
H -0.65855 -0.68437 0.15975 -0.0048
H -1.01719 -0.87853 -0.63042 0.2409
H 0.96020 -1.30741 0.91851 0.1731
H 0.17709 1.63262 -0.33377 0.2999
H 1.64811 1.09068 1.10595 0.2258
H 2.02339 1.68923 -1.36912 0.1687
H 2.60184 -0.04453 -0.80214 0.1435
H 0.20353 0.47778 -2.33905 0.5188
H -1.44159 1.64526 -3.08390 0.4175
O -0.94085 1.58486 -2.29476 -1.2896
```

Frontier orbital gap (eV): 6.83
2S+1: 1
HOMO (eV): -3.889
ΔE to the lowest compared entry with this formula, charge and spin (kcal per mole): 155.1
Total charge: -1

***

Entry 5:
The following is a quantum chemistry calculation of a single C6H8OSi molecule in a non-equilibrium geometry, from OMol25.

```
16
Properties=species:S:1:pos:R:3:nbo_charge:R:1
O -0.82845 2.05054 -0.03953 -0.6695
C -0.02504 1.01414 -0.08739 0.3094
C 1.33292 1.20689 -0.03495 -0.2946
C 2.18035 0.04796 0.08754 -0.1595
C 1.59975 -1.19804 -0.06440 -0.2515
C 0.27221 -1.38979 -0.17824 -0.1656
C -0.54688 -0.24602 -0.14476 -0.4951
Si -2.36828 -0.51277 0.00332 0.8735
H -0.45995 2.85589 -0.34337 0.4900
H 1.89212 2.09799 0.24347 0.2159
H 3.17305 0.16423 0.33660 0.2059
H 2.26600 -2.06630 -0.03256 0.2068
H -0.11468 -2.38762 -0.31027 0.2199
H -3.35955 0.06214 -1.07009 -0.1351
H -2.72487 0.15813 1.20107 -0.1774
H -2.28872 -1.85737 0.43355 -0.1733
```

Frontier orbital gap (eV): 9.58
2S+1: 1
HOMO (eV): -8.820
ΔE to the lowest compared entry with this formula, charge and spin (kcal per mole): 0.0
Total charge: 0

***

Entry 6:
The following is a quantum chemistry calculation of an isolated ion of composition C6H13N2 and charge +1 in a non-equilibrium geometry, from OMol25.

```
21
Properties=species:S:1:pos:R:3:nbo_charge:R:1
C 2.65736 -1.23617 -0.94557 0.0340
N 1.42431 -1.12651 -0.72786 -0.4761
C 1.02542 -0.73240 0.55476 0.1256
C 1.03935 -1.16785 1.83346 -0.4083
C 0.37193 0.66369 0.34919 -0.4988
C -1.03654 0.36979 0.10303 -0.0139
C -2.02657 1.49002 0.33002 -0.6939
N -1.22420 0.01657 -1.44080 -0.6934
H 3.04052 -1.84284 -1.90008 0.1826
H 3.40096 -1.24105 -0.32070 0.1634
H 1.51480 -2.02393 2.08158 0.2128
H 0.58417 -0.48698 2.67480 0.2292
H 0.84067 1.16245 -0.56536 0.2271
H 0.69724 1.49223 0.99085 0.2774
H -1.32365 -0.54597 0.59781 0.2412
H -2.31941 2.26640 -0.36083 0.2527
H -3.08329 1.05219 0.69748 0.2428
H -1.69439 2.12319 1.27008 0.2627
H -0.96740 0.73907 -2.12668 0.4409
H -0.65553 -0.72970 -1.65782 0.4442
H -2.26576 -0.24219 -1.43736 0.4477
```

Frontier orbital gap (eV): 9.89
2S+1: 1
HOMO (eV): -13.056
ΔE to the lowest compared entry with this formula, charge and spin (kcal per mole): 87.7
Total charge: +1

***

Going through the records in order, we get E values of -816.39660 -2919.64041 -689.92343 -364.60832 -598.10865 -345.55623 a.u..